[1]
Computed, not measured: C32H54N6O4PS4SbV as an isolated structure, with ωB97M-V with the def2-TZVPD basis set.

expectation value of S²: 3.757
total charge: -2
gap between HOMO and LUMO (alpha / beta): 5.0 / 5.0 eV
max |F|: 0.55 eV/Å
energy above the lowest of the compared OMol25 structures with the same formula, charge and spin: 0.0 kcal per mole
multiplicity: 4

The geometry in XYZ format:
```
103
Properties=species:S:1:pos:R:3:forces:R:3:lowdin_charge:R:1
V -1.349 0.400 -0.454 0.4 -0.1 0.4 0.572
C -0.873 4.784 0.329 0.0 0.1 0.0 0.016
C -1.538 3.551 -0.223 0.3 -0.1 0.0 -0.505
O -1.277 2.448 0.272 -0.3 -0.1 0.0 -0.050
N -2.390 3.767 -1.232 -0.1 0.1 -0.3 0.079
C -2.900 2.704 -2.091 0.0 -0.1 -0.1 -0.228
C -3.929 1.786 -1.510 -0.1 0.1 0.0 -0.223
C -5.299 2.007 -1.603 0.1 0.0 0.0 -0.007
C -6.169 1.032 -1.151 -0.1 0.0 0.0 -0.074
C -5.656 -0.146 -0.625 0.1 0.0 -0.1 -0.058
C -4.282 -0.289 -0.561 -0.2 0.0 0.1 -0.120
N -3.444 0.660 -0.982 0.0 -0.1 0.0 0.046
H 0.054 4.486 0.813 0.0 0.0 0.0 0.077
H -1.525 5.258 1.066 0.0 0.0 0.0 0.082
H -0.668 5.497 -0.471 0.0 0.0 0.0 0.079
H -2.127 4.560 -1.825 0.0 0.0 0.1 0.042
H -2.095 2.060 -2.434 0.1 0.0 0.0 -0.032
H -3.270 3.184 -2.992 -0.1 0.0 0.0 0.081
H -5.653 2.926 -2.052 0.0 0.0 0.0 0.115
H -7.241 1.180 -1.226 0.0 0.0 0.0 0.098
H -6.297 -0.940 -0.269 0.0 0.0 0.0 0.099
H -3.818 -1.171 -0.143 0.0 0.0 0.0 0.102
S -2.324 1.052 -5.046 0.2 0.3 0.0 -0.292
Sb -0.306 2.254 -4.646 0.0 0.1 0.0 0.221
S 1.469 -0.407 -3.064 -0.4 0.3 0.2 -0.171
S 0.284 1.210 -2.331 0.3 -0.2 -0.4 -0.152
S -0.836 4.523 -4.097 -0.1 -0.3 0.2 -0.446
C -4.277 -4.338 -4.359 0.0 -0.1 0.1 -0.096
C -3.605 -3.120 -4.985 0.2 0.0 -0.1 -0.412
C -4.332 -1.831 -4.623 -0.1 0.0 0.0 -0.096
C -2.110 -3.038 -4.644 0.0 0.0 0.1 -0.106
N -1.857 -2.653 -3.265 0.0 -0.1 0.0 -0.087
C -1.559 -1.440 -2.815 0.2 0.0 -0.1 -0.246
N -1.469 -1.519 -1.507 -0.2 0.0 0.3 -0.047
N -1.701 -2.805 -1.166 -0.1 0.1 -0.2 0.010
N -1.937 -3.501 -2.217 0.1 0.1 0.0 0.054
H -5.340 -4.364 -4.619 0.1 0.0 0.0 0.068
H -4.197 -4.310 -3.270 0.0 0.0 0.0 0.062
H -3.819 -5.273 -4.696 0.0 0.0 0.0 0.069
H -3.619 -3.238 -6.076 -0.1 0.0 0.0 0.130
H -4.354 -1.692 -3.537 0.0 0.0 0.0 0.073
H -5.370 -1.873 -4.968 0.0 0.0 0.0 0.074
H -3.846 -0.946 -5.039 0.0 -0.1 0.0 -0.035
H -1.622 -2.273 -5.248 -0.1 0.0 0.0 0.125
H -1.616 -3.994 -4.817 0.0 0.0 0.0 0.121
H -1.452 -0.549 -3.437 -0.1 -0.1 0.0 -0.026
O -2.727 0.045 3.527 0.0 0.0 -0.5 -0.067
C -2.674 0.325 2.322 0.2 -0.3 0.1 -0.567
O -2.115 -0.340 1.386 -0.1 0.1 0.3 -0.185
H -3.163 1.262 1.989 -0.1 0.2 0.0 0.113
O 0.471 0.037 0.480 -0.3 0.2 0.0 -0.417
P 1.837 -0.201 1.011 0.3 -0.3 0.0 0.828
C 3.050 0.552 -0.100 0.0 0.1 0.1 -0.378
C 4.522 0.142 0.042 0.1 0.0 0.1 -0.199
C 5.381 1.100 -0.780 0.0 0.0 0.0 -0.193
C 5.366 2.512 -0.168 0.0 0.0 0.0 -0.199
C 4.040 2.795 0.555 0.0 0.0 0.1 -0.200
C 2.886 2.091 -0.147 0.0 0.0 -0.1 -0.205
C 1.934 0.643 2.628 0.0 0.1 0.0 -0.328
C 0.551 0.696 3.305 0.0 0.0 0.0 -0.176
C 0.668 1.193 4.755 0.0 0.0 0.0 -0.184
C 1.848 2.150 4.910 0.0 0.0 -0.1 -0.206
C 3.178 1.418 4.653 0.0 0.0 0.0 -0.195
C 3.002 0.264 3.650 0.0 -0.1 0.0 -0.195
C 2.094 -2.023 0.919 0.0 0.1 0.0 -0.306
C 3.357 -2.740 1.426 0.1 -0.1 0.0 -0.181
C 3.290 -3.244 2.867 0.0 0.1 0.1 -0.208
C 2.019 -4.042 3.136 0.0 -0.1 0.0 -0.213
C 0.791 -3.211 2.777 -0.1 0.0 0.0 -0.190
C 0.823 -2.798 1.311 0.1 -0.1 0.0 -0.183
H 2.687 0.183 -1.073 0.0 -0.1 0.0 -0.015
H 4.656 -0.882 -0.315 0.0 0.1 0.0 0.102
H 4.866 0.157 1.087 0.0 0.0 -0.1 0.100
H 4.973 1.129 -1.795 0.0 0.0 0.0 0.118
H 6.406 0.729 -0.864 0.0 0.0 0.0 0.100
H 5.519 3.252 -0.959 0.0 0.0 0.0 0.103
H 6.201 2.629 0.531 0.0 0.0 0.0 0.097
H 3.859 3.872 0.606 0.0 0.0 0.0 0.106
H 4.105 2.450 1.596 0.0 0.0 -0.1 0.092
H 2.835 2.389 -1.198 0.1 0.0 0.0 0.106
H 1.917 2.394 0.253 0.0 0.0 0.1 0.092
H 2.165 1.666 2.301 0.0 0.0 0.0 0.101
H 0.057 -0.275 3.285 0.0 0.0 0.0 0.095
H -0.098 1.349 2.722 0.0 0.0 0.0 0.107
H 0.803 0.345 5.438 0.0 0.0 0.0 0.111
H -0.270 1.665 5.051 0.0 0.0 0.0 0.110
H 1.860 2.615 5.899 0.0 0.0 0.0 0.098
H 1.731 2.970 4.192 0.0 0.0 0.0 0.109
H 3.567 1.016 5.595 0.0 0.0 0.0 0.101
H 3.929 2.122 4.282 0.0 0.0 0.0 0.098
H 2.659 -0.623 4.187 0.0 0.0 0.0 0.093
H 3.961 0.002 3.193 0.0 0.0 0.0 0.100
H 2.134 -2.049 -0.181 0.0 0.0 0.0 0.113
H 4.258 -2.140 1.280 -0.1 0.0 0.1 0.081
H 3.479 -3.621 0.782 0.0 0.0 0.0 0.118
H 3.322 -2.401 3.559 0.0 0.0 0.0 0.080
H 4.181 -3.844 3.077 0.0 0.0 0.0 0.103
H 1.987 -4.369 4.180 0.0 0.0 0.0 0.100
H 2.022 -4.955 2.524 0.0 0.0 0.0 0.109
H 0.741 -2.326 3.423 0.1 0.0 0.0 0.102
H -0.131 -3.764 2.971 0.0 0.0 0.0 0.114
H -0.065 -2.227 1.057 -0.1 0.1 0.0 0.081
H 0.797 -3.707 0.698 0.0 0.0 0.0 0.120
```
Positions in Å, forces in eV/Å.

[2]
Computed, not measured: a 6-piece molecular cluster, C30H59N6O6S overall in a non-equilibrium geometry, with ωB97M-V with the def2-TZVPD basis set.

total charge: +1
gap between HOMO and LUMO: 6.9 eV
max |F|: 4.49 eV/Å

The geometry in XYZ format:
```
102
Properties=species:S:1:pos:R:3:forces:R:3:lowdin_charge:R:1
C 6.628 0.622 4.181 -0.5 0.0 -0.3 -0.128
C 5.839 1.228 2.865 -1.6 1.9 -3.6 -0.185
C 6.718 1.559 1.493 -4.1 0.8 0.3 -0.022
C 5.978 2.185 0.152 -1.7 -0.9 3.5 0.003
C 4.342 2.527 0.103 2.0 -1.7 2.6 -0.054
C 3.792 3.190 -1.292 -0.6 0.1 0.8 -0.329
C 2.562 2.378 -2.011 0.1 0.3 -1.4 -0.102
C 3.279 4.719 -0.936 0.6 -0.2 0.8 -0.096
C 3.465 2.203 1.449 4.4 -0.8 -0.4 -0.122
O 2.027 2.513 1.472 1.0 -1.7 -0.4 -0.184
C 1.193 1.327 1.219 -0.3 -1.4 -0.9 -0.143
C -0.424 1.713 1.037 0.1 -0.3 -1.9 -0.231
C -0.825 2.730 -0.211 1.7 1.7 1.3 -0.099
C -1.977 3.726 0.424 -1.2 -0.8 -0.6 -0.133
C -2.240 3.234 1.996 0.0 1.1 -2.5 -0.126
N -0.929 2.470 2.255 0.0 2.3 2.1 -0.449
S -0.961 1.344 3.621 -0.3 -1.2 1.2 0.885
C 4.222 1.558 2.794 1.9 0.5 -2.4 0.037
H 7.002 -0.466 3.891 -0.9 2.3 0.8 0.091
H 5.903 0.583 5.125 1.5 0.0 -2.2 0.085
H 7.573 1.263 4.505 -2.1 -1.2 -1.0 0.091
H 7.879 1.334 1.573 -2.7 0.6 -0.5 0.097
H 6.623 2.407 -0.816 -1.6 -0.5 2.3 0.096
H 4.680 3.225 -2.067 -1.7 -0.1 1.9 0.137
H 1.520 2.955 -1.950 2.3 -1.3 0.3 0.066
H 2.819 2.354 -3.176 -0.8 0.0 3.0 0.061
H 2.453 1.254 -1.689 0.3 2.2 -0.5 0.083
H 2.118 4.703 -0.782 2.2 0.2 -0.4 0.058
H 3.763 5.020 0.103 -1.0 -0.4 -2.3 0.092
H 3.612 5.489 -1.752 -0.8 -1.5 1.5 0.088
H 1.373 0.551 2.077 -0.6 1.5 -1.5 0.118
H 1.477 0.771 0.203 -0.5 1.4 2.1 0.145
H -1.142 0.780 0.912 1.8 1.5 0.6 0.171
H 0.134 3.431 -0.289 -2.0 -1.6 -0.2 0.101
H -1.020 2.275 -1.273 0.2 0.6 2.5 0.144
H -3.022 3.615 -0.137 2.4 0.4 1.1 0.135
H -1.612 4.840 0.350 -0.9 -2.3 0.3 0.127
H -2.259 4.260 2.563 -0.2 -2.6 -0.3 0.154
H -3.141 2.494 2.103 1.8 1.7 0.0 0.128
H -0.313 3.249 2.618 0.1 -1.1 -1.3 0.164
H -0.779 2.023 4.839 -0.1 0.3 -1.6 -0.055
H 3.559 1.331 3.737 1.4 0.5 -2.1 0.086
C -2.439 -3.293 0.966 0.4 0.4 0.5 -0.319
O -2.375 -2.460 0.070 0.1 -0.2 0.8 -0.005
N -1.902 -3.153 2.227 -0.6 -0.2 -1.3 -0.194
C -2.022 -4.189 3.232 0.1 0.1 0.2 -0.056
C -1.194 -1.934 2.561 -0.1 -0.1 -0.4 -0.088
H -2.954 -4.257 0.820 0.1 0.0 0.1 0.135
H -2.549 -3.780 4.099 0.0 -0.2 0.0 0.074
H -1.020 -4.511 3.529 -0.1 -0.1 0.1 0.091
H -2.577 -5.048 2.847 0.1 0.2 0.0 0.091
H -1.873 -1.084 2.441 0.1 0.0 0.1 0.029
H -0.352 -1.812 1.873 0.0 0.2 0.1 0.091
H -0.828 -1.970 3.590 -0.1 -0.1 -0.2 0.091
C 2.898 0.307 -5.349 -0.8 -0.2 -0.8 -0.284
O 3.050 1.274 -4.614 -0.2 -0.5 -1.0 -0.038
N 1.872 0.145 -6.255 1.2 0.1 1.1 -0.193
C 1.764 -1.033 -7.090 -0.1 -0.1 0.2 -0.069
C 0.870 1.184 -6.379 0.2 0.2 0.2 -0.048
H 3.602 -0.541 -5.337 -0.1 0.0 -0.1 0.141
H 1.798 -0.726 -8.140 0.0 -0.2 0.0 0.082
H 0.812 -1.528 -6.881 0.0 0.0 -0.2 0.092
H 2.582 -1.731 -6.894 -0.2 0.3 -0.1 0.069
H 1.361 2.120 -6.663 -0.2 0.0 0.0 0.093
H 0.380 1.323 -5.411 -0.1 0.1 -0.2 0.088
H 0.126 0.915 -7.133 0.2 0.0 0.1 0.089
C -4.553 -1.010 4.320 -0.5 0.4 0.8 -0.311
O -4.509 -2.160 4.737 0.1 0.9 -0.1 -0.001
N -5.082 0.067 4.999 0.8 -1.0 -1.1 -0.195
C -5.096 1.400 4.433 -0.1 -0.2 0.2 -0.069
C -5.641 -0.138 6.319 -0.1 -0.4 0.2 -0.030
H -4.156 -0.742 3.327 0.0 0.1 0.0 0.122
H -4.532 2.068 5.090 -0.1 0.2 -0.1 0.088
H -6.132 1.742 4.361 0.2 0.2 -0.1 0.098
H -4.644 1.409 3.437 -0.1 -0.1 0.1 0.055
H -4.865 -0.540 6.977 -0.2 0.0 0.1 0.097
H -6.457 -0.864 6.252 0.0 0.1 0.2 0.087
H -6.019 0.803 6.729 0.1 -0.2 -0.2 0.094
C -9.030 -3.702 5.737 0.8 -0.2 0.1 -0.326
O -8.963 -2.551 6.148 0.3 -0.7 -0.2 -0.005
N -7.976 -4.589 5.667 -1.3 0.7 0.0 -0.207
C -8.139 -5.937 5.166 0.1 0.2 0.1 -0.066
C -6.665 -4.160 6.108 -0.1 0.4 0.0 -0.049
H -9.979 -4.132 5.376 0.1 -0.1 0.0 0.130
H -7.857 -6.643 5.952 -0.1 -0.1 -0.2 0.090
H -7.487 -6.073 4.298 -0.1 -0.2 0.0 0.088
H -9.174 -6.125 4.869 0.2 0.1 0.1 0.085
H -6.722 -3.863 7.159 0.2 0.0 -0.1 0.097
H -6.354 -3.295 5.514 0.2 -0.2 0.2 0.059
H -5.936 -4.967 5.993 -0.2 0.1 0.0 0.091
C 4.279 -1.563 -9.413 1.0 0.3 -0.1 -0.318
O 4.343 -1.910 -8.241 0.4 0.3 -0.8 -0.013
N 5.305 -0.991 -10.134 -1.3 -0.6 0.6 -0.206
C 5.148 -0.608 -11.522 0.1 0.0 0.1 -0.063
C 6.580 -0.763 -9.487 0.0 -0.1 0.3 -0.047
H 3.356 -1.690 -10.002 0.1 0.0 -0.1 0.132
H 5.876 -1.158 -12.125 -0.1 0.1 -0.1 0.092
H 5.328 0.466 -11.615 0.0 -0.1 -0.2 0.091
H 4.140 -0.836 -11.881 0.2 0.0 0.1 0.086
H 6.976 -1.720 -9.133 0.1 0.2 0.0 0.095
H 6.430 -0.104 -8.626 0.2 -0.1 0.0 0.093
H 7.290 -0.306 -10.182 -0.2 -0.1 0.1 0.090
```
Positions in Å, forces in eV/Å.

[3]
Computed, not measured: C33H39AsBrN2O2STl as an isolated structure in a non-equilibrium geometry, with ωB97M-V with the def2-TZVPD basis set.

total charge: +2
gap between HOMO and LUMO (alpha / beta): 5.9 / 3.3 eV
max |F|: 3.18 eV/Å

The geometry in XYZ format:
```
80
Properties=species:S:1:pos:R:3:forces:R:3:lowdin_charge:R:1
Tl 1.535 -1.334 -2.301 0.0 -0.1 -0.3 0.815
O 0.622 -8.718 -1.083 0.0 -0.1 0.7 0.047
C 0.449 -7.375 -1.231 0.9 1.0 -0.3 -0.272
C -0.648 -6.626 -0.717 0.7 -0.3 -0.1 0.023
C -0.597 -5.248 -0.908 -1.9 0.2 0.5 -0.170
N 0.321 -4.576 -1.563 1.2 0.3 -1.3 0.007
C 1.255 -5.299 -2.157 0.8 -1.7 0.4 -0.740
Br 2.556 -4.445 -3.247 0.1 0.2 -0.1 0.665
C 1.462 -6.689 -2.015 -1.6 -0.3 0.7 -0.022
H 0.708 -9.033 -0.151 -0.4 0.6 -1.0 0.149
H -1.517 -7.044 -0.179 0.8 0.0 -0.4 0.129
H -1.439 -4.590 -0.598 0.6 -0.8 0.2 0.118
H 2.304 -7.270 -2.481 -1.1 0.9 0.6 0.134
O 1.191 0.604 -0.934 0.0 -0.1 -0.3 -0.730
S 7.604 2.158 -1.239 -0.1 -0.4 0.6 1.243
C 6.105 2.599 -2.106 -0.5 -0.7 1.6 -0.360
C 4.970 1.695 -1.537 -0.6 -0.6 -1.5 -0.213
C 5.338 0.944 -0.251 0.5 3.1 0.6 -0.191
C 6.886 0.875 -0.176 -1.0 0.9 0.9 -0.352
H 6.363 2.349 -3.110 0.0 0.0 -1.1 0.087
H 5.931 3.674 -2.057 0.2 0.1 0.2 0.111
H 4.798 0.945 -2.309 0.0 -0.1 -0.2 0.110
H 4.013 2.234 -1.494 0.4 0.0 0.3 0.124
H 4.838 0.016 -0.111 -0.1 -0.8 -0.2 0.111
H 4.970 1.609 0.561 0.4 -0.6 -0.1 0.130
H 7.253 -0.087 -0.423 0.7 -1.0 -0.8 0.090
H 7.264 1.032 0.852 0.0 0.2 -0.4 0.114
C -0.432 -0.129 6.038 0.3 -0.6 0.2 -0.038
C -0.343 -0.078 4.521 0.3 1.2 -2.0 -0.224
C 0.258 1.031 3.878 0.3 -0.9 0.0 -0.016
C 0.443 1.246 2.488 -2.4 -0.7 1.1 -0.252
C 1.061 2.576 2.209 0.6 0.8 -0.3 -0.059
C -0.189 0.279 1.635 1.2 -0.7 0.0 -0.194
As -0.369 0.483 -0.352 -0.5 1.5 1.3 1.171
N -1.033 -0.917 -1.442 -1.3 1.3 0.4 -0.154
C -2.358 -1.135 -1.666 -0.2 -1.3 -0.7 -0.338
C -3.478 -1.105 -0.756 -0.5 0.0 -0.6 -0.009
C -4.789 -1.441 -1.124 1.3 0.6 -0.2 -0.049
C -5.015 -1.998 -2.366 -0.3 -0.4 -0.5 -0.045
C -3.975 -2.058 -3.316 0.0 -0.6 -0.2 -0.052
C -2.680 -1.670 -2.999 0.3 0.0 0.5 0.012
C -1.319 2.268 -0.471 0.4 -0.2 -0.9 -0.183
C -0.925 3.249 -1.431 0.3 -0.6 0.8 -0.270
C -0.305 2.825 -2.751 0.3 -0.4 0.6 -0.052
C -1.207 4.592 -1.179 0.6 -0.6 -1.2 -0.024
C -1.951 5.033 -0.110 -1.5 -0.5 0.7 -0.245
C -2.492 6.451 -0.010 0.4 0.6 0.4 -0.040
C -2.505 4.020 0.691 1.2 -0.7 0.2 0.007
C -2.228 2.630 0.513 -0.5 1.5 -0.3 -0.275
C -3.093 1.681 1.270 0.9 0.1 1.8 -0.033
C -0.535 -0.968 2.213 -0.8 0.5 0.3 -0.276
C -0.769 -2.235 1.415 1.1 1.1 -0.8 -0.056
C -0.736 -1.063 3.595 0.5 0.4 1.0 -0.011
H 0.057 -1.085 6.376 -0.8 0.8 -0.1 0.100
H -1.472 -0.045 6.428 0.7 -0.4 -0.4 0.095
H 0.136 0.695 6.515 -0.3 -0.4 -0.5 0.082
H 0.708 1.749 4.529 0.2 0.6 0.3 0.107
H 1.380 2.675 1.177 -0.3 0.2 -0.4 0.054
H 2.020 2.591 2.771 -0.7 0.3 -0.1 0.092
H 0.420 3.462 2.520 0.8 -1.2 -0.4 0.117
H -3.356 -0.972 0.287 0.6 0.6 0.8 0.082
H -5.626 -1.197 -0.498 0.0 -0.5 0.6 0.117
H -5.981 -2.502 -2.579 0.7 0.8 0.0 0.135
H -4.313 -2.523 -4.258 1.0 0.4 0.3 0.125
H -1.782 -1.784 -3.641 -1.0 0.1 0.1 0.118
H 0.808 2.650 -2.629 -1.2 0.2 -0.3 0.081
H -0.521 3.651 -3.481 0.3 -1.2 0.3 0.099
H -0.805 1.825 -2.958 0.8 1.3 -0.6 0.085
H -0.859 5.285 -1.933 -0.1 0.3 -0.1 0.121
H -1.792 7.225 -0.380 -0.2 -0.6 -0.2 0.084
H -2.671 6.776 1.037 -0.2 -0.5 -0.6 0.089
H -3.435 6.519 -0.601 0.7 0.0 0.5 0.103
H -3.016 4.255 1.615 -0.6 0.3 -0.3 0.120
H -3.888 2.266 1.744 0.1 -0.3 0.0 0.094
H -2.478 1.212 2.073 -0.6 0.1 -0.3 0.089
H -3.536 0.889 0.690 -0.1 0.1 -0.4 0.043
H -0.740 -2.037 0.323 0.0 -0.4 0.8 0.028
H -1.706 -2.645 1.675 -1.1 -0.7 0.2 0.070
H 0.029 -2.948 1.647 -0.2 0.0 0.0 0.099
H -1.151 -1.954 4.020 -0.1 -0.7 -0.1 0.118
```
Positions in Å, forces in eV/Å.